1.
{"formula": "C20H40Br2Cl2GaO7S", "method": "the ωB97M-V functional and the def2-TZVPD basis", "symbols": ["C", "C", "S", "C", "Ga", "Cl", "C", "C", "O", "Cl", "C", "Br", "C", "C", "Br", "H", "H", "H", "H", "H", "H", "H", "H", "H", "H", "H", "H", "C", "O", "C", "C", "O", "C", "C", "O", "C", "H", "H", "H", "H", "H", "H", "H", "H", "H", "H", "H", "H", "H", "H", "C", "O", "C", "C", "O", "C", "C", "O", "C", "H", "H", "H", "H", "H", "H", "H", "H", "H", "H", "H", "H", "H", "H"], "xyz": [[-3.196036, 0.562362, -0.312414], [-2.535259, 0.093266, -1.600401], [-1.170845, 1.201726, -2.046163], [0.160730, 0.027460, -2.416770], [1.166985, -0.718851, -0.833402], [0.808194, 0.394574, 1.065582], [3.201555, -0.563330, -1.199095], [3.891207, 0.173392, -0.162699], [4.401684, -0.231038, 0.838311], [3.940496, 1.964269, -0.465068], [0.784350, -2.726842, -0.698792], [1.957413, -3.791361, -1.811110], [-0.133638, -3.418945, -0.024267], [-0.369691, -4.897989, 0.054223], [-1.382507, -2.444654, 1.041351], [-2.452560, 0.562321, 0.484663], [-3.549841, 1.588256, -0.421863], [-4.028043, -0.087191, -0.038131], [-2.104604, -0.897610, -1.457386], [-3.244554, 0.049576, -2.425565], [-0.256626, -0.803599, -2.986027], [0.858432, 0.559074, -3.062660], [3.618371, -1.569825, -1.206552], [3.307823, -0.096015, -2.174324], [0.005647, -5.397341, -0.834356], [-1.435316, -5.104645, 0.143856], [0.112908, -5.307588, 0.944370], [-5.721625, 6.913821, -2.421538], [-5.183532, 6.046595, -3.388086], [-4.186381, 5.194837, -2.841421], [-3.900716, 4.028808, -3.755331], [-4.865869, 2.989677, -3.674215], [-6.089409, 3.189455, -4.352834], [-6.010609, 2.943139, -5.842022], [-5.456667, 4.059813, -6.514991], [-5.020229, 3.733822, -7.811546], [-4.949207, 7.560670, -1.987455], [-6.465086, 7.536905, -2.915883], [-6.207422, 6.354927, -1.612378], [-4.512412, 4.812160, -1.866607], [-3.261243, 5.769764, -2.698480], [-2.967375, 3.573536, -3.420988], [-3.765601, 4.364036, -4.786101], [-6.506672, 4.179098, -4.150104], [-6.767343, 2.440851, -3.936078], [-7.023129, 2.755902, -6.229785], [-5.398028, 2.050942, -6.021179], [-4.228787, 2.975628, -7.784705], [-4.622910, 4.641492, -8.261743], [-5.846249, 3.362027, -8.431414], [5.815453, -5.633960, 7.524589], [5.220692, -4.535691, 6.882964], [5.472312, -3.318307, 7.559957], [5.182239, -2.126446, 6.676392], [6.208016, -1.836109, 5.746443], [6.231563, -2.619690, 4.558850], [5.195564, -2.217959, 3.535649], [3.928003, -2.741777, 3.882958], [2.891006, -2.094026, 3.163940], [5.436888, -5.756030, 8.547838], [5.566741, -6.523767, 6.949409], [6.907033, -5.529082, 7.562616], [6.521246, -3.276733, 7.882205], [4.831251, -3.264148, 8.452757], [5.133410, -1.249510, 7.326544], [4.215510, -2.239542, 6.180776], [6.150065, -3.684557, 4.790315], [7.216640, -2.438151, 4.123962], [5.494897, -2.603669, 2.551308], [5.151267, -1.124889, 3.469703], [2.856492, -1.026134, 3.399657], [1.947822, -2.552226, 3.456193], [3.026116, -2.204955, 2.084547]], "forces_ev_per_a": [[0.2, 0.1, -0.1], [0.2, 0.0, 0.2], [0.0, 0.2, -0.2], [0.0, -0.1, 0.4], [0.1, 0.0, -0.2], [0.0, -0.1, 0.0], [0.1, -0.2, -0.1], [0.2, -0.3, 0.5], [-0.1, 0.2, -0.2], [0.0, 0.3, -0.1], [-0.4, 0.1, 0.5], [0.0, -0.1, -0.1], [0.3, -0.1, -0.4], [-0.2, 0.1, 0.0], [-0.1, 0.1, 0.1], [0.0, -0.1, 0.1], [-0.2, 0.0, 0.0], [-0.1, 0.0, 0.0], [0.0, -0.1, 0.0], [-0.1, 0.0, 0.0], [0.0, 0.0, -0.2], [0.0, 0.0, -0.1], [-0.1, 0.0, 0.0], [0.0, 0.1, 0.0], [0.1, -0.1, 0.0], [0.0, 0.0, 0.0], [0.1, 0.0, 0.0], [0.0, 0.0, -0.1], [-0.1, -0.1, 0.0], [0.0, 0.1, -0.1], [0.1, -0.1, 0.0], [0.0, 0.0, 0.0], [-0.1, 0.0, 0.1], [0.0, 0.1, -0.1], [0.1, 0.0, 0.1], [0.0, 0.1, 0.0], [0.0, 0.0, 0.0], [0.0, 0.0, 0.0], [0.0, 0.0, 0.0], [0.0, 0.0, 0.0], [0.0, 0.0, 0.1], [0.0, -0.1, 0.0], [-0.1, 0.1, 0.0], [0.0, 0.0, -0.1], [0.0, 0.0, 0.0], [0.0, -0.1, 0.0], [0.0, 0.0, 0.0], [0.0, 0.0, 0.0], [0.0, 0.0, 0.0], [0.0, 0.0, 0.0], [-0.1, 0.0, 0.0], [0.1, 0.0, -0.1], [-0.1, -0.1, 0.0], [-0.1, 0.1, 0.0], [0.1, -0.1, 0.1], [0.1, 0.0, -0.1], [-0.1, -0.1, 0.0], [0.0, 0.1, 0.1], [-0.1, -0.1, 0.0], [0.0, 0.0, 0.0], [0.0, 0.0, 0.0], [0.0, 0.0, 0.0], [0.0, 0.0, 0.0], [0.1, 0.0, 0.0], [0.0, 0.0, 0.0], [0.0, -0.1, 0.0], [-0.1, 0.0, 0.0], [0.0, 0.0, 0.0], [0.0, 0.1, 0.0], [0.0, 0.0, 0.0], [0.0, 0.0, -0.1], [0.0, 0.0, 0.0], [0.0, 0.0, 0.0]], "charge": -1, "largest_force_ha_per_bohr": 0.0118, "energy_ha": -9704.1440, "homo_energy_ev": -4.8}



2.
{"formula": "C20H40Cl20", "method": "the ωB97M-V functional and the def2-TZVPD basis", "symbols": ["Cl", "C", "C", "Cl", "H", "H", "H", "H", "Cl", "C", "C", "Cl", "H", "H", "H", "H", "Cl", "C", "C", "Cl", "H", "H", "H", "H", "Cl", "C", "C", "Cl", "H", "H", "H", "H", "Cl", "C", "C", "Cl", "H", "H", "H", "H", "Cl", "C", "C", "Cl", "H", "H", "H", "H", "Cl", "C", "C", "Cl", "H", "H", "H", "H", "Cl", "C", "C", "Cl", "H", "H", "H", "H", "Cl", "C", "C", "Cl", "H", "H", "H", "H", "Cl", "C", "C", "Cl", "H", "H", "H", "H"], "xyz": [[-0.305231, -1.451206, -7.354536], [0.571449, 0.079448, -7.335144], [-0.175691, 1.088390, -8.130784], [0.489707, 1.095783, -9.777570], [1.557210, -0.020691, -7.789405], [0.661814, 0.527044, -6.345393], [0.027322, 2.068540, -7.699270], [-1.250037, 0.924429, -8.214329], [3.437494, 5.280128, -3.383822], [3.268994, 4.002114, -2.171857], [4.729848, 3.484747, -1.696672], [5.388079, 4.790440, -0.606190], [2.722304, 3.226137, -2.707669], [2.543452, 4.264981, -1.402048], [5.354525, 3.233303, -2.553797], [4.447140, 2.640221, -1.068211], [4.604927, -4.618103, -5.901727], [3.574050, -5.342411, -4.612101], [3.578894, -4.388009, -3.444039], [5.178659, -3.966922, -2.799063], [3.931197, -6.312958, -4.267752], [2.608578, -5.623772, -5.032584], [3.053184, -4.728893, -2.552111], [3.079998, -3.509234, -3.852642], [-3.820380, -2.165247, 4.827980], [-4.826860, -0.959504, 5.614042], [-5.506225, -1.468091, 6.848478], [-4.272625, -2.065848, 7.941531], [-5.501569, -0.704241, 4.796898], [-4.190966, -0.085141, 5.752682], [-6.210398, -2.279209, 6.663207], [-5.992652, -0.648506, 7.377414], [10.991921, 1.885475, 2.864046], [9.239829, 2.340659, 2.772477], [8.356544, 1.168658, 2.435256], [8.784678, 0.336062, 0.940769], [9.225332, 3.158456, 2.052000], [8.922406, 2.767081, 3.724056], [7.327277, 1.526327, 2.407062], [8.349286, 0.448263, 3.253226], [-3.442231, 4.911631, 2.143952], [-4.243915, 6.533178, 2.257304], [-4.895984, 7.081856, 0.942647], [-3.625553, 7.182438, -0.309544], [-3.557248, 7.220189, 2.751863], [-4.999079, 6.402728, 3.032415], [-5.434184, 8.014516, 1.111709], [-5.716775, 6.522149, 0.494173], [-4.808564, 0.110689, -3.561775], [-5.624480, -0.150164, -5.107867], [-7.116498, -0.515261, -4.973496], [-7.252684, -1.974692, -4.147150], [-5.167953, -0.965562, -5.668947], [-5.562325, 0.782035, -5.669342], [-7.627190, -0.752540, -5.906757], [-7.634130, 0.237500, -4.378915], [-5.512398, -6.112770, 0.139636], [-3.926912, -5.776006, -0.506114], [-3.792678, -5.891193, -2.025299], [-2.384044, -5.038130, -2.588292], [-3.112250, -6.366465, -0.086849], [-3.660353, -4.745443, -0.271625], [-4.695862, -5.474987, -2.471529], [-3.726084, -6.936741, -2.326109], [0.219659, -0.054727, -0.956046], [-0.314744, -0.497609, 0.683279], [0.194975, 0.534790, 1.712674], [1.979950, 0.409803, 1.806163], [0.089836, -1.476798, 0.939394], [-1.390849, -0.566357, 0.523970], [-0.193798, 0.317121, 2.707453], [-0.038517, 1.524078, 1.319109], [1.903626, -2.400881, 8.857652], [2.259939, -0.713416, 8.172554], [3.531316, -0.273179, 8.817046], [3.438206, -0.066782, 10.601625], [1.469667, 0.028639, 8.286299], [2.239971, -0.825068, 7.088473], [3.814181, 0.699651, 8.414959], [4.362488, -0.936919, 8.578902]], "forces_ev_per_a": [[0.2, -0.4, 0.3], [0.0, 0.4, 0.3], [-0.1, 0.9, -0.6], [-0.2, 0.2, -0.7], [-0.1, -0.4, 0.4], [0.0, -0.8, 0.3], [-0.2, 0.1, -0.2], [0.2, 0.0, 0.2], [-0.1, 0.5, 0.0], [1.2, -1.2, -0.5], [-3.4, 1.3, 0.5], [0.1, -0.8, -0.7], [0.5, -0.4, 0.0], [0.8, 0.5, 0.4], [0.1, 0.3, 0.4], [0.7, -0.1, 0.0], [-0.4, -0.6, 0.1], [0.8, -1.0, 0.4], [-1.1, 0.6, -0.2], [0.1, 0.0, -0.3], [0.8, 0.0, -0.4], [-0.2, 0.9, 0.1], [-0.3, -0.3, -0.4], [0.3, 0.4, 0.6], [0.6, -0.8, -0.3], [-0.2, 0.7, -1.3], [-0.1, 0.3, 0.1], [0.4, -0.4, 0.9], [-0.5, 0.2, 0.5], [-0.1, -0.1, 0.5], [0.1, 0.2, -0.1], [-0.2, -0.1, -0.2], [-0.5, 0.1, 0.3], [0.7, 0.3, -0.2], [-0.3, 0.1, 0.7], [-0.1, 0.0, -0.1], [-0.3, -0.3, -0.2], [0.2, -0.2, 0.1], [0.0, 0.1, -0.5], [0.4, -0.1, -0.1], [-0.3, 0.7, -0.2], [-1.1, 0.0, 0.1], [0.4, -0.7, 0.6], [-0.3, 0.4, 0.0], [0.3, 0.1, -0.8], [-0.4, -0.1, -0.3], [0.9, 0.5, 0.2], [0.4, -0.9, 0.4], [-0.1, -0.1, 0.0], [-1.1, 0.1, -1.1], [0.7, 1.6, -0.2], [-0.3, -2.8, 1.8], [0.4, 0.2, 0.2], [0.2, -0.1, 0.0], [0.4, 0.9, -0.3], [-0.1, 0.2, -0.4], [-0.2, -0.4, 0.0], [1.8, 0.9, -0.6], [-1.7, -0.8, 0.4], [0.6, 0.3, -0.2], [-0.5, -0.3, 0.5], [-0.3, 0.0, 0.2], [0.2, 0.1, -0.2], [0.1, 0.1, 0.0], [0.4, 0.0, -0.3], [0.2, 0.1, 0.2], [-0.3, -0.6, -1.1], [-0.1, 0.1, 0.1], [-0.1, 0.0, -0.2], [0.0, 0.2, 0.8], [-0.1, 0.2, -0.2], [0.0, 0.0, 0.5], [-0.4, 1.2, -0.6], [-0.7, -1.0, 0.3], [0.9, 0.7, -0.5], [-0.1, -0.1, -0.5], [-0.3, -0.5, 0.9], [0.9, -0.3, 0.0], [-0.1, 0.1, 0.1], [-0.2, -0.2, 0.3]], "charge": 0, "smiles": "ClCCCl.ClCCCl.ClCCCl.ClCCCl.ClCCCl.ClCCCl.ClCCCl.ClCCCl.ClCCCl.ClCCCl", "largest_force_ha_per_bohr": 0.0705, "e_above_lowest_kcal_mol": 82.5, "energy_ha": -9989.8247, "homo_energy_ev": -10.7}



3.
{"formula": "C20H40CoF9N2O8", "method": "the ωB97M-V functional and the def2-TZVPD basis", "symbols": ["Co", "C", "O", "O", "C", "F", "F", "F", "C", "C", "H", "H", "H", "H", "H", "H", "C", "O", "O", "C", "F", "F", "F", "C", "C", "H", "H", "H", "H", "H", "H", "C", "O", "O", "C", "F", "F", "F", "C", "C", "H", "H", "H", "H", "H", "H", "C", "C", "C", "O", "C", "N", "H", "H", "H", "H", "H", "H", "H", "H", "H", "H", "H", "C", "C", "C", "O", "C", "N", "H", "H", "H", "H", "H", "H", "H", "H", "H", "H", "H"], "xyz": [[-0.264748, 0.496136, 0.199894], [-2.235738, -1.918424, -1.136716], [-1.093838, -2.258104, -1.954356], [-1.946868, -0.664754, -0.539796], [-3.656958, -2.139114, -1.904016], [-3.788818, -1.527924, -3.055236], [-3.962298, -3.433414, -2.016396], [-4.692458, -1.682894, -1.152336], [-1.091218, -3.644374, -2.458926], [0.292882, -4.033764, -2.946146], [0.516452, -3.557234, -3.900626], [1.098672, -3.715414, -2.284726], [0.431902, -5.082014, -3.210616], [-1.744868, -3.626764, -3.331016], [-1.492268, -4.411674, -1.796726], [-2.279338, -2.647424, -0.327546], [-0.814798, 3.464226, -1.423696], [-0.944788, 2.546946, -2.589056], [-0.325888, 2.597396, -0.394066], [0.037722, 4.764016, -1.724006], [1.347162, 4.606426, -1.978946], [-0.433958, 5.480186, -2.709076], [0.097602, 5.517056, -0.599106], [-2.259798, 2.086446, -2.949356], [-2.076698, 1.138926, -4.176956], [-1.732318, 1.808166, -4.965386], [-1.340848, 0.339526, -4.089826], [-3.032078, 0.666886, -4.406146], [-3.072688, 2.767706, -3.200726], [-2.631538, 1.462116, -2.136876], [-1.833708, 3.721326, -1.134206], [1.330292, -1.638044, 1.890564], [-0.080338, -1.839614, 2.239534], [1.293522, -0.443034, 1.181364], [2.362342, -1.813094, 3.013384], [3.608982, -1.473984, 2.692714], [2.033872, -0.967644, 4.002784], [2.405332, -3.070804, 3.513254], [-0.647448, -3.110944, 2.254964], [-2.056218, -3.069044, 2.930354], [-2.409808, -4.097584, 3.002214], [-1.953708, -2.458634, 3.827564], [-2.761558, -2.615504, 2.234004], [-0.092458, -3.901114, 2.760644], [-0.858008, -3.534134, 1.272784], [1.525432, -2.470214, 1.214164], [2.341502, -0.162164, -3.569226], [2.070402, 0.057616, -2.045846], [2.703262, 1.312926, -1.487046], [4.147412, 1.216726, -1.545476], [4.700642, 0.166136, -0.710396], [0.590612, 0.097796, -1.861146], [2.054532, -1.166474, -3.880856], [3.414552, -0.201594, -3.756626], [1.823572, 0.590286, -4.163916], [2.447262, -0.820644, -1.521696], [2.379732, 1.588456, -0.483296], [2.281042, 2.112246, -2.096066], [4.897192, -0.677924, -1.371466], [4.015532, -0.162214, 0.071214], [5.690102, 0.392666, -0.313216], [0.157502, -0.669434, -2.354976], [0.274832, 0.906966, -2.376536], [-1.970758, 1.650876, 4.206054], [-1.040988, 1.902416, 2.994554], [0.400792, 2.036986, 3.465924], [0.464632, 2.890526, 4.630354], [1.779842, 2.944756, 5.151964], [-1.241188, 0.786266, 2.122414], [-1.539378, 0.986156, 4.954494], [-2.888358, 1.146886, 3.902544], [-2.258938, 2.610356, 4.635524], [-1.260298, 2.858016, 2.518294], [1.104982, 2.461356, 2.750294], [0.685602, 1.004496, 3.668284], [1.747912, 3.630816, 5.998374], [2.443372, 3.334436, 4.379964], [2.035112, 1.980406, 5.591244], [-2.239858, 0.637626, 2.148474], [-0.986268, -0.060584, 2.610224]], "forces_ev_per_a": [[-0.5, -0.2, -1.0], [1.4, 2.5, 1.6], [-0.7, -2.0, -0.4], [-1.5, -2.0, -1.6], [0.5, 1.3, 2.4], [0.4, 0.1, -1.4], [0.5, -1.0, -0.8], [0.3, 0.5, 0.5], [0.0, 1.0, -0.8], [0.6, 0.6, -0.6], [-0.1, 0.4, 0.0], [-0.1, -0.2, 0.3], [-0.4, -0.2, 0.5], [-0.2, -0.3, -0.1], [0.0, 0.4, 0.7], [-0.3, -0.6, 0.1], [0.5, -4.8, 1.7], [-0.4, 2.3, -0.8], [-0.1, 2.2, -1.0], [1.1, -1.5, 1.8], [0.2, -1.1, -0.7], [-1.0, 0.8, -0.9], [-1.1, 0.3, 0.1], [0.8, -2.3, 0.1], [0.0, 1.2, 0.4], [-0.2, -0.3, -0.5], [0.0, 0.1, 0.5], [0.0, 0.2, -0.2], [0.5, 0.9, 0.0], [0.0, 0.0, 0.4], [-0.1, 0.9, -0.3], [-2.0, 1.0, -3.8], [0.8, -0.2, 1.5], [1.5, -1.2, 1.6], [-0.9, 1.4, 0.7], [0.2, -0.4, -0.7], [-0.2, -0.1, 1.0], [-0.2, 0.3, -0.2], [-1.5, -1.2, 0.4], [1.1, 0.5, -1.3], [0.1, 0.0, 0.8], [-0.5, -0.5, 0.3], [0.0, 0.5, 0.1], [0.6, 0.3, 0.3], [0.5, 0.3, -0.7], [0.4, -0.5, -0.4], [0.7, -0.2, 1.0], [-1.0, -1.1, -0.8], [0.3, -0.4, -0.1], [-0.1, 0.2, 0.6], [-0.6, -0.1, -1.2], [1.0, 0.5, 0.5], [-0.6, 0.0, 0.1], [0.2, 0.7, -0.1], [0.2, 0.0, -0.1], [-0.1, 0.0, 0.2], [-0.1, -0.5, 0.3], [0.9, 0.5, -0.3], [-0.2, -0.4, 0.0], [0.0, 0.2, 0.2], [-0.2, 0.8, 0.1], [-0.1, -0.5, 0.4], [-0.3, 0.6, 0.1], [0.0, 0.8, 0.0], [-0.1, 1.2, 1.6], [0.1, -0.1, 0.6], [-0.3, -0.6, -0.4], [-1.1, 0.3, 0.3], [-0.1, -0.6, -1.1], [0.3, 0.2, 0.1], [-0.1, 0.2, -0.3], [0.1, -0.2, 0.4], [-0.6, -0.2, -0.3], [-0.2, -0.2, -0.5], [0.6, 0.0, 0.5], [0.0, 0.3, -0.1], [0.5, -0.3, 0.1], [0.5, -0.2, -0.4], [-0.4, 0.2, -1.1], [0.9, -0.4, 0.1]], "spin_multiplicity": 4, "charge": -1, "largest_force_ha_per_bohr": 0.0995, "e_above_lowest_kcal_mol": 45.2, "energy_ha": -3779.0674, "homo_energy_ev": [-5.5, -5.5]}